1.
Here is a molecular structure, C5H3CuO6 in a non-equilibrium geometry from the Open Molecules 2025 dataset. Energies are from the ωB97M-V functional and the def2-TZVPD basis.

Computed properties:
Expectation value of S²: 0.755
E_HOMO (spin up / spin down) in eV: -12.55 / -14.56
ΔE to the lowest compared entry with this formula, charge and spin in kJ/mol: 0.00
Spin multiplicity: 2
Net charge: +1
Total energy in a.u.: -2283.900299

Last column: Löwdin charge in e.
Element x y z (Å)
1 O 0.023 2.827 -3.140  0.083
2 C -0.104 2.119 -2.257  0.037
3 Cu 0.209 -0.193 0.591  0.071
4 O 0.057 2.684 1.912  0.181
5 C 0.213 1.841 1.149  0.036
6 C 0.162 -1.398 -1.007  -0.245
7 O -0.005 -2.574 -1.110  0.113
8 C 1.978 0.009 -0.134  -0.014
9 O 3.109 0.010 -0.362  0.212
10 C -1.865 0.129 -0.187  0.045
11 O -3.014 0.103 -0.218  0.179
12 H 0.272 -0.627 -1.848  0.096
13 O 0.005 -1.479 2.132  -0.010
14 H -0.340 -2.311 1.761  0.106
15 H -0.698 -1.141 2.718  0.110

2.
Here is 8 unconnected molecules or ions with the total composition C5H26N2O8 in a non-equilibrium geometry from the Open Molecules 2025 dataset. Energies are from the ωB97M-V functional and the def2-TZVPD basis.

Computed properties:
Expectation value of S²: 0.766
E_HOMO (spin up / spin down) in eV: -13.39 / -13.38
ΔE to the lowest compared entry with this formula, charge and spin in kJ/mol: 303.51
Spin multiplicity: 2
Net charge: +1
Total energy in a.u.: -917.133766

Last column: Löwdin charge in e.
Element x y z (Å)
1 C 0.969 0.483 -1.625  -0.117
2 N -0.012 -0.479 -1.212  0.022
3 C -0.585 -1.428 -2.079  -0.005
4 C -0.293 -0.796 0.189  -0.057
5 C 0.880 -0.503 1.314  -0.188
6 N 2.087 -1.327 1.082  -0.140
7 C 3.297 -0.741 1.756  -0.068
8 O 1.580 1.015 -0.727  0.104
9 H 1.265 0.642 -2.666  0.178
10 H -0.797 -0.923 -3.077  0.142
11 H 0.007 -2.291 -2.370  0.137
12 H -1.537 -1.784 -1.709  0.117
13 H -1.184 -0.240 0.641  0.170
14 H -0.360 -1.905 0.265  0.105
15 H 0.902 0.593 1.311  0.082
16 H 0.518 -0.633 2.401  0.140
17 H 2.346 -1.342 0.081  0.104
18 H 4.195 -1.369 1.745  0.088
19 H 3.576 0.188 1.270  0.072
20 H 2.945 -0.555 2.799  0.098
21 H -1.118 2.862 1.156  -0.001
22 H -2.436 3.673 1.045  0.026
23 O -2.037 2.942 1.502  -0.067
24 H -3.361 -0.192 0.181  -0.002
25 H -4.142 -1.430 0.088  0.050
26 O -4.027 -0.589 -0.371  -0.038
27 H 1.910 -4.065 -0.029  0.071
28 H 1.179 -2.999 0.732  -0.011
29 O 1.015 -3.661 0.030  -0.089
30 H 1.127 2.894 -0.157  -0.029
31 H 1.500 3.172 1.376  0.056
32 O 0.908 3.294 0.650  -0.010
33 H -1.986 1.178 -2.198  0.016
34 H -2.295 1.444 -3.653  0.046
35 O -2.306 1.873 -2.800  -0.029
36 H -1.132 3.767 -2.061  0.030
37 H 0.279 4.349 -1.540  0.021
38 O -0.170 3.794 -2.166  -0.052
39 H -0.812 -3.717 2.611  0.050
40 H -0.676 -2.328 3.395  0.024
41 O -1.219 -2.865 2.822  -0.046

3.
Here is a gas-phase ion, C5H6BrN4O2 (charge +1) in a non-equilibrium geometry from the Open Molecules 2025 dataset. Energies are from the ωB97M-V functional and the def2-TZVPD basis.

Computed properties:
E_HOMO in eV: -14.54
ΔE to the lowest compared entry with this formula, charge and spin in kJ/mol: 44.80
SMILES: O=C1NC(=O)[C@@]2(Br)[NH+]=CN[C@H]2N1
Net charge: +1
Total energy in a.u.: -3137.426176

Last column: Löwdin charge in e.
Element x y z (Å)
1 C -1.346 0.749 0.941  -0.014
2 C 0.806 -1.528 1.203  -0.446
3 C 2.240 -0.820 -0.579  -0.496
4 C -0.226 -0.170 -0.800  -0.228
5 C -0.463 -1.108 0.364  -0.655
6 N -0.626 1.112 -0.143  0.172
7 N 1.996 -1.449 0.595  0.243
8 N 1.158 -0.267 -1.245  0.173
9 N -1.367 -0.518 1.266  0.128
10 O 0.604 -1.845 2.358  0.113
11 O 3.361 -0.847 -1.016  0.151
12 Br -1.202 -2.869 -0.161  0.883
13 H -1.557 1.537 1.661  0.182
14 H -0.788 -0.351 -1.664  0.141
15 H -1.032 1.884 -0.679  0.181
16 H 2.736 -1.725 1.122  0.151
17 H 1.414 0.044 -2.145  0.148
18 H -1.375 -0.987 2.158  0.171

4.
Here is a molecular structure, C5H4O3 in a non-equilibrium geometry from the Open Molecules 2025 dataset. Energies are from the ωB97M-V functional and the def2-TZVPD basis.

Computed properties:
E_HOMO in eV: -8.08
ΔE to the lowest compared entry with this formula, charge and spin in kJ/mol: 400.67
Total energy in a.u.: -418.509218

Last column: Löwdin charge in e.
Element x y z (Å)
1 C 1.282 -0.184 0.617  -0.313
2 C -0.032 -1.560 -0.608  0.008
3 C -0.621 -0.336 -0.513  -0.143
4 C -1.546 0.810 -0.594  -0.080
5 C 0.174 0.499 0.281  -0.178
6 H 2.353 0.997 1.574  0.114
7 H -0.406 -2.578 -0.830  0.127
8 H -1.677 1.271 -1.608  0.140
9 H -2.491 0.769 0.052  0.152
10 O 2.345 0.063 1.402  0.130
11 O 1.233 -1.434 0.076  0.058
12 O -0.614 1.682 0.150  -0.016

5.
Here is a single C2H2F2O3S molecule in a non-equilibrium geometry from the Open Molecules 2025 dataset. Energies are from the ωB97M-V functional and the def2-TZVPD basis.

Computed properties:
E_HOMO in eV: -11.16
ΔE to the lowest compared entry with this formula, charge and spin in kJ/mol: 11.41
SMILES: O=C[C@H](F)S(=O)(=O)F
Total energy in a.u.: -900.978299

Last column: Löwdin charge in e.
Element x y z (Å)
1 C -0.438 0.707 -0.433  -0.275
2 C 0.625 0.758 0.532  -0.317
3 O -0.963 1.641 -1.006  0.104
4 O 3.297 1.028 -0.486  -0.210
5 O 1.857 -0.814 -1.311  -0.240
6 F 0.924 1.961 1.072  0.057
7 F 2.692 -0.740 0.978  -0.179
8 S 2.245 0.106 -0.312  0.715
9 H -0.628 -0.379 -0.842  0.163
10 H 0.206 -0.099 1.202  0.182

6.
Here is a molecular structure, C37H63Cl25N2O4S2 in a non-equilibrium geometry from the Open Molecules 2025 dataset. Energies are from the ωB97M-V functional and the def2-TZVPD basis.

Computed properties:
E_HOMO in eV: -7.87
ΔE to the lowest compared entry with this formula, charge and spin in kJ/mol: 718.94
Total energy in a.u.: -14158.740394

Last column: Löwdin charge in e.
Element x y z (Å)
1 C 3.348 -4.849 5.471  -0.022
2 C 1.739 -4.600 5.170  -0.300
3 O 1.382 -4.545 3.875  -0.008
4 O 0.785 -4.495 6.313  -0.129
5 C 0.744 -3.016 6.567  -0.139
6 C -0.383 -2.415 5.522  -0.054
7 C -1.949 -2.933 5.743  -0.013
8 C -3.203 -2.476 4.787  -0.177
9 C -2.831 -1.451 3.529  -0.305
10 N -3.801 -0.908 2.470  -0.248
11 S -2.745 0.094 1.450  0.734
12 N -1.115 0.023 2.130  -0.259
13 C -1.270 -0.907 3.329  -0.173
14 C 0.005 -1.360 4.312  -0.024
15 C 1.546 -0.767 4.055  -0.165
16 C 1.945 0.067 5.410  -0.194
17 C 2.958 1.365 5.113  -0.220
18 C 4.526 0.932 4.908  -0.261
19 S 4.906 0.053 3.299  0.524
20 O 4.915 -1.519 3.438  -0.413
21 O 6.399 0.421 2.944  -0.459
22 Cl 3.759 0.713 1.666  0.406
23 H 3.872 -3.858 5.834  0.090
24 H 3.851 -5.264 4.481  0.106
25 H 3.405 -5.723 6.275  0.100
26 H 0.487 -2.801 7.700  0.150
27 H 1.849 -2.644 6.309  0.109
28 H -2.163 -3.677 6.638  0.108
29 H -4.296 -2.878 4.982  0.101
30 H 1.428 -0.023 3.130  0.090
31 H 2.267 -1.655 3.796  0.106
32 H 2.483 -0.559 6.239  0.105
33 H 0.927 0.449 5.890  0.087
34 H 2.539 2.079 4.275  0.120
35 H 2.919 2.005 6.120  0.132
36 H 5.154 1.944 4.899  0.130
37 H 4.940 0.319 5.837  0.144
38 Cl -3.898 -3.593 -0.882  0.533
39 C -4.018 -2.227 -2.020  -0.681
40 C -2.655 -1.655 -2.376  -0.666
41 Cl -1.890 -0.829 -0.995  0.520
42 H -4.669 -1.469 -1.573  0.074
43 H -4.508 -2.608 -2.920  -0.021
44 H -2.760 -0.911 -3.171  0.079
45 H -1.971 -2.434 -2.727  -0.027
46 Cl 6.992 4.770 0.905  0.569
47 C 8.203 3.486 0.665  -0.636
48 C 8.492 2.723 1.946  -0.652
49 Cl 9.350 3.722 3.146  0.571
50 H 9.108 3.945 0.256  0.073
51 H 7.796 2.805 -0.090  0.078
52 H 9.137 1.865 1.731  0.053
53 H 7.574 2.350 2.410  0.035
54 Cl 0.724 3.846 0.680  0.534
55 C 2.298 3.562 -0.104  -0.669
56 C 3.168 4.808 -0.115  -0.673
57 Cl 2.521 6.072 -1.192  0.540
58 H 2.110 3.192 -1.117  0.075
59 H 2.793 2.767 0.461  -0.013
60 H 4.168 4.560 -0.484  0.047
61 H 3.271 5.237 0.886  0.070
62 Cl -5.818 -2.187 -6.077  0.554
63 C -6.723 -3.713 -5.920  -0.657
64 C -6.839 -4.167 -4.475  -0.630
65 Cl -5.271 -4.678 -3.801  0.577
66 H -6.228 -4.466 -6.541  0.035
67 H -7.720 -3.533 -6.335  0.023
68 H -7.509 -5.030 -4.408  0.076
69 H -7.241 -3.375 -3.835  0.071
70 Cl 14.509 1.442 3.420  0.537
71 C 12.736 1.434 3.595  -0.670
72 C 12.049 0.708 2.450  -0.662
73 Cl 12.195 1.590 0.909  0.535
74 H 12.399 2.472 3.674  0.055
75 H 12.514 0.932 4.541  0.074
76 H 10.980 0.612 2.660  0.059
77 H 12.459 -0.296 2.306  0.071
78 Cl -10.427 -2.640 -5.218  0.550
79 C -11.362 -1.879 -6.529  -0.652
80 C -11.310 -2.687 -7.816  -0.651
81 Cl -9.690 -2.672 -8.555  0.541
82 H -10.978 -0.864 -6.675  0.071
83 H -12.396 -1.804 -6.178  0.074
84 H -11.998 -2.259 -8.552  0.075
85 H -11.597 -3.730 -7.649  0.070
86 Cl 6.765 9.142 3.406  0.532
87 C 7.976 7.858 3.166  -0.669
88 C 8.265 7.094 4.448  -0.677
89 Cl 9.123 8.094 5.648  0.532
90 H 8.881 8.317 2.757  0.073
91 H 7.569 7.177 2.412  0.024
92 H 8.910 6.237 4.233  0.015
93 H 7.347 6.722 4.912  0.071
94 Cl -5.615 1.505 -11.115  0.531
95 C -5.689 0.931 -9.430  -0.661
96 C -6.759 -0.129 -9.230  -0.680
97 Cl -8.404 0.537 -9.392  0.515
98 H -5.854 1.798 -8.783  0.070
99 H -4.705 0.515 -9.195  0.074
100 H -6.686 -0.547 -8.222  0.022
101 H -6.654 -0.949 -9.947  0.041
102 Cl -1.904 -4.110 -4.349  0.593
103 C -0.329 -4.394 -5.133  -0.631
104 C 0.541 -3.148 -5.144  -0.655
105 Cl -0.106 -1.885 -6.220  0.537
106 H -0.517 -4.764 -6.146  0.057
107 H 0.166 -5.189 -4.568  0.077
108 H 1.541 -3.396 -5.513  0.073
109 H 0.644 -2.720 -4.142  0.071
110 Cl -5.835 -3.859 -9.871  0.554
111 C -4.624 -5.144 -10.111  -0.653
112 C -4.335 -5.907 -8.829  -0.654
113 Cl -3.477 -4.907 -7.629  0.554
114 H -3.719 -4.684 -10.520  0.072
115 H -5.031 -5.824 -10.865  0.073
116 H -3.690 -6.765 -9.044  0.073
117 H -5.253 -6.279 -8.365  0.068
118 Cl -3.723 -0.285 5.821  0.703
119 C -3.974 1.459 6.083  -0.603
120 C -2.768 2.282 5.662  -0.678
121 Cl -1.366 2.018 6.728  0.551
122 H -4.218 1.611 7.139  0.067
123 H -4.846 1.745 5.488  0.075
124 H -3.009 3.348 5.714  0.060
125 H -2.462 2.053 4.636  0.018
126 Cl -3.123 3.699 2.573  0.567
127 C -3.374 5.443 2.835  -0.645
128 C -2.168 6.266 2.414  -0.660
129 Cl -0.766 6.002 3.481  0.527
130 H -3.618 5.595 3.891  0.068
131 H -4.246 5.729 2.240  0.073
132 H -2.409 7.332 2.467  0.073
133 H -1.862 6.037 1.389  0.065